# C70H154F12N8O13S2

A cluster of 14 separate species, C70H154F12N8O13S2 in total in a non-equilibrium geometry (ωB97M-V/def2-TZVPD, OMol25).

Each line ends with the Mulliken charge.
Geometry (Å):
S: 20.953 13.626 12.674  0.874
S: 22.466 19.174 15.888  1.545
F: 24.893 20.048 16.703  -0.240
F: 19.883 17.195 12.124  0.286
F: 13.782 19.590 18.362  -0.356
F: 23.249 20.558 17.955  -0.256
F: 14.497 18.070 16.876  -0.148
F: 21.026 10.962 12.333  -0.179
F: 21.177 11.638 14.324  -0.247
F: 23.550 21.569 16.144  -0.256
F: 22.894 11.831 13.021  -0.235
F: 13.753 20.105 16.252  -0.305
F: 20.064 17.028 9.940  -0.303
F: 18.924 15.572 11.091  -0.172
O: 23.143 17.903 16.120  -0.494
O: 17.010 16.013 13.708  -0.796
O: 21.182 13.830 11.239  -0.803
O: 19.548 13.403 13.105  -0.576
O: 17.033 17.603 11.754  0.798
O: 16.705 19.203 18.145  -0.226
O: 15.328 13.916 9.057  -0.670
O: 21.232 19.335 16.629  -0.640
O: 16.530 19.944 15.907  -0.138
O: 26.849 16.394 14.499  -0.545
O: 21.778 14.475 13.542  -0.096
O: 22.403 19.605 14.511  -0.739
O: 17.312 17.446 9.540  0.305
N: 12.192 15.810 20.239  0.469
N: 19.433 22.022 14.438  0.602
N: 25.586 4.269 26.134  0.116
N: 19.032 16.147 16.065  1.301
N: 13.319 18.048 11.322  1.522
N: 24.672 16.008 12.375  0.538
N: 27.316 21.538 24.141  0.208
N: 17.552 12.122 9.696  0.359
C: 9.935 18.848 9.458  -0.568
C: 18.990 21.928 15.847  -0.800
C: 13.956 16.947 10.523  -1.290
C: 26.794 20.637 23.107  -0.878
C: 11.643 14.922 21.331  -0.863
C: 26.234 21.817 25.178  -0.493
C: 9.243 19.601 10.666  -1.117
C: 18.582 23.035 13.634  -1.426
C: 18.864 11.405 9.591  -0.610
C: 19.208 16.883 10.937  0.624
C: 21.535 11.945 13.063  0.284
C: 13.564 15.355 19.938  -0.188
C: 25.677 15.695 14.653  -0.859
C: 17.098 17.093 14.603  1.321
C: 20.618 6.996 25.402  -0.617
C: 13.462 14.121 19.114  -0.531
C: 16.583 14.433 9.455  1.065
C: 14.215 19.206 13.328  0.913
C: 28.443 20.849 24.855  -0.544
C: 16.288 23.017 12.472  -1.069
C: 14.366 19.117 11.761  -0.011
C: 17.669 16.854 16.002  -0.344
C: 16.717 21.932 11.452  -0.856
C: 17.364 17.756 7.089  -1.482
C: 12.686 17.506 12.560  -1.333
C: 10.775 17.930 20.582  -0.754
C: 21.335 21.865 12.985  -1.307
C: 23.589 20.362 16.692  0.277
C: 11.518 15.496 18.943  -0.709
C: 26.452 5.228 25.474  -0.927
C: 13.760 17.754 13.573  0.449
C: 18.789 14.736 15.860  -0.987
C: 25.921 21.355 22.110  -0.386
C: 23.412 16.374 11.773  -1.561
C: 17.671 13.478 9.097  -1.172
C: 14.470 19.415 17.126  0.228
C: 28.320 21.225 26.329  -0.453
C: 24.877 3.408 25.596  -0.021
C: 20.888 7.444 23.040  -0.965
C: 12.306 18.753 10.480  -0.801
C: 17.895 18.235 8.440  -0.339
C: 11.141 17.948 9.931  -0.891
C: 18.550 19.514 19.712  -1.814
C: 12.132 14.274 18.311  -0.808
C: 24.995 14.562 12.146  -1.150
C: 24.523 16.186 13.861  0.257
C: 28.016 4.925 25.609  -0.710
C: 12.133 17.305 20.530  -0.432
C: 20.458 20.631 12.671  0.302
C: 20.331 7.544 24.248  0.135
C: 16.018 20.027 17.160  -0.261
C: 19.477 20.646 13.852  1.126
C: 20.900 22.430 14.299  -0.450
C: 9.343 20.003 20.346  -1.420
C: 17.046 22.846 13.703  1.100
C: 17.383 12.324 11.193  -0.980
C: 19.554 16.396 17.465  -0.966
C: 24.901 20.389 21.454  -0.684
C: 28.437 4.200 24.305  -0.241
C: 27.069 22.213 26.394  -0.865
C: 29.778 4.321 24.360  -0.792
C: 16.411 11.278 9.197  -0.806
C: 17.940 17.775 10.832  -0.617
C: 25.416 19.304 20.474  -1.323
C: 25.836 4.299 27.672  -0.905
C: 10.746 19.448 20.506  -0.048
C: 18.008 19.786 18.393  0.763
C: 20.095 16.709 15.171  0.411
C: 27.879 22.859 23.613  -1.062
C: 25.846 16.836 11.901  -0.799
H: 28.258 4.798 26.655  0.561
H: 15.202 19.321 13.803  -0.953
H: 16.507 14.603 10.503  -0.216
H: 24.400 17.241 14.076  0.370
H: 13.541 19.966 13.658  0.570
H: 11.529 13.423 18.578  0.382
H: 31.762 18.955 18.246  -0.158
H: 25.591 20.974 25.387  0.433
H: 27.991 20.319 26.934  0.302
H: 25.600 22.568 24.721  0.389
H: 29.418 21.082 24.403  0.390
H: 10.109 17.578 19.824  0.434
H: 16.338 18.115 6.949  0.329
H: 13.233 16.153 10.368  0.441
H: 23.606 15.591 14.122  -0.256
H: 15.949 21.031 17.658  0.392
H: 17.072 16.642 12.770  -0.384
H: 19.775 8.439 24.316  0.263
H: 26.115 6.146 25.898  0.414
H: 18.423 20.331 13.702  -0.404
H: 19.633 11.971 10.146  0.149
H: 20.041 17.324 17.532  0.249
H: 24.597 2.503 26.076  0.273
H: 20.122 17.806 15.385  -1.442
H: 21.074 19.744 12.731  -0.533
H: 16.653 23.401 14.571  0.447
H: 26.716 16.638 12.540  0.325
H: 16.107 17.479 14.879  -0.909
H: 17.561 19.276 8.614  0.265
H: 23.584 16.377 10.711  0.543
H: 17.639 17.897 14.089  -0.067
H: 18.937 23.035 12.649  0.797
H: 25.010 3.630 27.966  0.377
H: 10.254 17.657 21.475  0.401
H: 24.673 18.649 20.127  0.437
H: 24.318 19.860 22.214  0.318
H: 16.594 11.140 8.098  0.339
H: 18.620 10.381 10.011  0.428
H: 19.794 16.508 14.174  -0.552
H: 20.868 8.351 22.407  0.275
H: 11.872 18.165 12.745  0.558
H: 20.488 6.625 22.419  0.276
H: 18.966 23.978 14.071  0.312
H: 12.717 17.455 21.502  0.422
H: 19.660 19.401 19.580  0.253
H: 18.388 20.274 20.433  0.472
H: 27.470 16.087 15.162  0.371
H: 26.056 5.194 24.433  0.390
H: 10.844 17.345 10.708  0.524
H: 26.369 19.812 23.726  0.365
H: 21.039 23.475 14.378  0.565
H: 16.239 22.015 10.470  0.580
H: 14.218 19.998 11.214  0.393
H: 21.975 7.083 22.863  0.224
H: 22.393 21.624 12.935  0.502
H: 18.161 14.639 14.999  0.104
H: 12.766 17.750 19.775  -0.058
H: 18.042 21.361 15.958  -0.019
H: 18.694 19.220 17.716  -0.217
H: 14.451 17.410 9.646  0.428
H: 28.545 5.875 25.616  0.459
H: 18.111 18.601 20.171  0.281
H: 11.139 19.828 21.414  0.346
H: 27.167 23.458 23.129  0.337
H: 21.352 21.985 15.168  0.107
H: 25.700 5.325 28.085  0.326
H: 12.308 14.938 22.172  0.291
H: 24.726 14.435 11.083  0.444
H: 25.633 17.865 12.110  0.319
H: 26.145 18.668 20.993  0.373
H: 8.726 19.642 21.144  0.354
H: 8.814 19.691 19.437  0.344
H: 17.351 16.676 7.058  0.264
H: 17.938 18.183 6.307  0.450
H: 14.209 15.165 20.843  0.372
H: 29.265 21.664 26.677  0.309
H: 28.262 3.208 24.604  0.238
H: 14.265 14.183 18.362  0.208
H: 23.033 17.292 12.068  0.566
H: 14.835 16.636 11.060  0.186
H: 11.953 19.476 11.182  0.449
H: 18.518 13.897 9.552  0.272
H: 14.118 16.140 19.365  -0.011
H: 25.333 15.837 15.702  0.433
H: 15.173 23.074 12.638  0.374
H: 19.860 7.299 26.228  0.234
H: 11.663 16.394 18.264  0.298
H: 19.097 11.340 8.529  0.296
H: 18.278 14.443 16.732  0.459
H: 13.391 17.533 14.569  0.535
H: 19.765 21.504 16.442  0.450
H: 22.658 15.566 11.991  0.293
H: 16.447 20.946 11.875  -0.126
H: 12.227 14.185 17.244  0.428
H: 17.769 13.321 8.004  0.664
H: 17.955 20.840 18.088  0.353
H: 9.189 18.261 8.866  0.386
H: 30.375 3.751 25.132  0.310
H: 16.630 10.278 9.701  0.390
H: 8.680 18.949 11.331  0.303
H: 10.309 19.611 8.684  0.296
H: 18.969 18.077 8.378  0.366
H: 8.626 20.415 10.282  0.382
H: 27.423 23.217 26.332  0.321
H: 26.558 22.018 27.279  0.478
H: 24.404 13.977 12.813  0.496
H: 27.924 4.539 23.417  0.375
H: 18.728 16.254 18.155  0.328
H: 25.820 14.662 14.432  0.334
H: 11.590 13.873 20.936  0.386
H: 15.283 18.742 11.570  -1.201
H: 30.258 5.055 23.620  0.291
H: 10.471 15.417 19.096  0.554
H: 19.751 14.242 15.679  0.335
H: 26.637 3.779 28.216  0.359
H: 25.894 19.804 19.648  0.291
H: 21.130 22.602 12.261  0.479
H: 28.577 22.484 22.905  0.482
H: 21.039 16.309 15.399  1.098
H: 10.605 15.235 21.512  0.345
H: 24.138 21.045 20.929  0.302
H: 18.359 18.782 10.682  -0.054
H: 12.921 19.254 9.642  0.371
H: 26.021 14.307 12.323  0.364
H: 17.789 21.891 11.409  0.336
H: 15.084 14.220 8.205  0.397
H: 20.010 20.740 11.661  0.478
H: 28.274 19.778 24.676  0.315
H: 17.851 17.846 16.457  -1.045
H: 11.387 19.827 19.674  0.087
H: 28.357 23.410 24.418  0.418
H: 20.177 15.502 17.600  0.386
H: 18.884 22.977 16.209  0.389
H: 9.996 20.069 11.267  0.326
H: 12.480 16.462 12.384  0.318
H: 14.640 17.109 13.329  -0.362
H: 19.920 20.054 14.609  -0.418
H: 15.427 11.686 9.379  0.278
H: 16.980 21.827 14.006  -0.987
H: 16.590 23.977 12.028  0.363
H: 9.233 21.092 20.484  0.381
H: 16.381 12.414 11.517  0.288
H: 26.424 21.958 21.286  0.394
H: 17.058 16.233 16.640  0.683
H: 25.284 22.040 22.650  0.330
H: 13.484 13.074 19.484  0.349
H: 17.849 13.281 11.444  0.249
H: 25.937 16.609 10.817  0.368
H: 17.942 11.580 11.721  0.400
H: 21.516 6.376 25.333  0.178
H: 16.862 15.378 8.969  -0.348
H: 27.682 20.254 22.587  0.490
H: 11.400 17.333 9.042  0.208
H: 24.653 3.346 24.522  0.269

HOMO in eV: -10.1
Kohn-Sham gap in eV: 0.89
Net charge: +4
E_tot in Ha: -6168.64358
Strongest force on any atom in hartree/bohr: 0.1893
LUMO level in eV: -9.161

# C18H19BrN2O3S2

The molecule C18H19BrN2O3S2 in a non-equilibrium geometry (ωB97M-V/def2-TZVPD, OMol25).

Each line ends with the Mulliken charge.
Geometry (Å):
Br: -4.685 -1.697 0.366  -0.197
S: 2.730 -0.490 2.372  -0.223
S: 0.083 0.219 1.180  -0.242
O: 3.330 -3.649 -0.444  -0.430
O: 1.619 0.671 -1.560  -0.650
O: 1.415 3.520 -0.184  -0.650
N: 2.165 1.709 0.991  0.070
N: 3.059 -1.039 -1.480  0.208
C: -2.881 0.465 -0.032  -0.334
C: -3.455 2.556 -1.071  -0.657
C: 1.205 2.435 0.299  0.137
C: 1.982 -2.006 -1.604  -0.658
C: 4.455 1.351 0.117  -0.037
C: 3.537 2.168 1.030  -1.436
C: 2.070 -3.017 -0.458  -0.332
C: -4.754 2.121 -1.241  -0.586
C: 2.774 0.278 -1.467  0.625
C: -0.084 1.722 0.310  0.167
C: -4.184 0.047 -0.216  -0.495
C: 4.355 -1.678 -1.421  -0.661
C: 1.778 0.527 1.520  0.526
C: 3.926 1.261 -1.321  -1.195
C: -1.156 2.249 -0.310  -0.498
C: 4.357 -2.704 -0.276  -0.329
C: -2.495 1.738 -0.459  1.663
C: -5.134 0.859 -0.814  -0.364
H: -3.169 3.540 -1.409  0.386
H: 3.508 3.212 0.707  0.456
H: 5.294 -3.262 -0.268  0.376
H: 5.153 -0.956 -1.270  0.437
H: 4.234 -2.184 0.686  0.062
H: 1.896 -2.509 0.502  0.135
H: 2.083 -2.530 -2.561  0.282
H: 4.524 -2.208 -2.367  0.295
H: 3.896 2.108 2.062  0.352
H: 4.579 0.353 0.541  0.162
H: 1.329 -3.806 -0.587  0.352
H: -6.146 0.509 -0.945  0.409
H: 4.732 0.989 -2.003  0.491
H: -5.483 2.764 -1.710  0.386
H: -2.170 -0.200 0.432  0.349
H: 5.430 1.841 0.114  0.430
H: 1.033 -1.469 -1.582  0.438
H: 3.541 2.238 -1.624  0.425
H: -0.968 3.214 -0.768  0.359

HOMO in eV: -8.4
Kohn-Sham gap in eV: 7.61
Net charge: 0
E_tot in Ha: -4402.96976
Strongest force on any atom in hartree/bohr: 0.0214
LUMO level in eV: -0.803
SMILES: O=C(CCCN1C(=O)/C(=C/c2cccc(Br)c2)SC1=S)N1CCOCC1

> Which of these has the lowest HOMO?

C70H154F12N8O13S2

> Which formula does entry 1 have?

C70H154F12N8O13S2

> Number 1 is which compound?

C70H154F12N8O13S2

> What is the formula in the first record?

C70H154F12N8O13S2